Entry 1:
Below is a structure of composition C6H24ClO10 at a distorted geometry, with properties calculated with the ωB97M-V functional and the def2-TZVPD basis.

Total charge: -1
Gap between HOMO and LUMO (eV): 8.93
ΔE to the lowest compared entry with this formula, charge and spin (kJ/mol): 1354.2
Calculated total energy (Eh): -1454.807097
E_LUMO (eV): 3.09

Positions of all 41 atoms, in Å:
Cl -0.08 -0.90 0.04
O 1.21 -0.49 -0.42
O -1.00 -0.95 -1.05
O 0.13 -2.16 0.71
O -0.59 0.08 0.95
C 1.15 -0.73 -2.78
O 2.07 -1.52 -1.92
H 0.10 -1.02 -2.76
H 1.15 0.31 -2.45
H 1.56 -0.84 -3.78
H 1.85 -1.36 -1.00
C 1.64 0.06 2.22
O 1.71 0.89 1.05
H 2.20 0.49 3.05
H 0.62 -0.06 2.58
H 2.02 -0.94 2.00
H 1.35 0.32 0.37
C 1.90 -3.51 -0.27
O 2.41 -2.25 0.15
H 2.66 -4.19 -0.65
H 1.38 -3.94 0.58
H 1.12 -3.48 -1.04
H 1.64 -1.75 0.42
C -3.07 0.65 0.76
O -2.81 -0.43 -0.11
H -3.01 0.33 1.80
H -2.38 1.47 0.62
H -4.04 1.15 0.70
H -1.90 -0.71 -0.02
C -1.17 1.47 -1.14
O -1.24 1.86 -2.49
H -1.82 2.07 -0.50
H -1.57 0.45 -1.08
H -0.17 1.43 -0.70
H -1.15 2.81 -2.51
C -0.55 2.23 1.42
O -1.46 3.30 1.31
H 0.20 2.12 0.63
H -0.01 2.36 2.36
H -1.08 1.28 1.47
H -0.95 4.09 1.48



Entry 2:
Below is the ion C4H5N2 with charge +1 at a distorted geometry, with properties calculated with the ωB97M-V functional and the def2-TZVPD basis.

Total charge: +1
Gap between HOMO and LUMO (alpha / beta) (eV): 8.24 / 8.23
ΔE to the lowest compared entry with this formula, charge and spin (kJ/mol): 251.0
Calculated total energy (Eh): -264.519783
SMILES: C=C=NCC#[NH+]
E_LUMO (alpha / beta) (eV): -6.03 / -6.03

Positions of all 11 atoms, in Å:
C -0.89 1.30 -1.54
C -1.19 0.49 -0.55
N -1.59 -0.39 0.21
C -0.88 -1.02 1.20
C 0.54 -0.79 0.99
N 1.16 -0.02 0.33
H -1.01 0.99 -2.55
H -0.66 2.34 -1.35
H -1.12 -1.98 1.43
H -0.98 -0.29 2.03
H 1.88 0.61 -0.01



Entry 3:
Below is a structure of composition C12H8O12PtS4, with properties calculated with the ωB97M-V functional and the def2-TZVPD basis.

Gap between HOMO and LUMO (alpha / beta) (eV): 8.61 / 6.82
Expectation value of S²: 6.055
Calculated total energy (Eh): -3076.787151
Spin multiplicity: 5
E_LUMO (alpha / beta) (eV): -0.51 / -3.80

Positions of all 37 atoms, in Å:
Pt 1.07 1.58 -1.41
O -2.69 -0.99 -1.00
S -1.49 -0.51 -0.42
O -0.89 -1.61 0.52
O -0.40 -0.12 -1.31
C -1.78 0.77 0.80
C -1.89 0.35 2.12
C -1.97 1.28 3.14
C -1.90 2.63 2.87
C -1.83 3.06 1.55
C -1.78 2.14 0.52
S -1.83 2.78 -1.13
O -2.41 4.08 -1.10
O -2.36 1.74 -1.96
O -0.31 2.99 -1.46
H -1.88 -0.70 2.36
H -2.04 0.93 4.16
H -1.93 3.36 3.67
H -1.83 4.11 1.30
O 1.08 -0.57 2.37
S 1.86 -0.14 1.24
O 3.27 -0.02 1.38
O 1.19 1.12 0.68
C 1.53 -1.37 -0.03
C 0.42 -2.31 0.32
C 0.21 -3.43 -0.64
C 0.95 -3.56 -1.76
C 1.92 -2.59 -2.09
C 2.17 -1.51 -1.24
S 3.04 -0.19 -2.08
O 4.20 -0.68 -2.72
O 1.94 0.31 -2.99
O 3.20 0.95 -1.14
H 0.57 -2.69 1.33
H -0.59 -4.12 -0.40
H 0.78 -4.39 -2.43
H 2.44 -2.65 -3.04



Entry 4:
Below is a cluster of 4 separate species, C3H14NO4 in total at a distorted geometry, with properties calculated with the ωB97M-V functional and the def2-TZVPD basis.

Total charge: +1
Gap between HOMO and LUMO (eV): 11.38
ΔE to the lowest compared entry with this formula, charge and spin (kJ/mol): 54.9
Calculated total energy (Eh): -478.184405
E_LUMO (eV): -2.90

Positions of all 22 atoms, in Å:
O -0.63 0.20 -2.51
C -0.04 1.09 -1.96
C 0.67 0.91 -0.64
C -0.11 1.62 0.46
N 0.62 -0.57 -0.30
H -0.15 2.16 -2.24
H 1.72 1.17 -0.63
H -1.15 1.46 0.35
H -0.02 2.70 0.36
H 0.23 1.36 1.46
H 0.59 -1.18 -1.14
H -0.18 -0.85 0.25
H 1.48 -0.83 0.19
H -3.65 2.29 2.07
H -3.89 0.86 1.72
O -3.28 1.58 1.52
H 0.71 -3.60 -1.77
H -0.68 -3.02 -1.92
O 0.11 -2.97 -1.35
H 2.78 -0.70 2.18
H 2.33 -2.22 2.22
O 2.53 -1.47 1.66



Entry 5:
Below is a cluster of 2 separate species, C5H11NO in total at a distorted geometry, with properties calculated with the ωB97M-V functional and the def2-TZVPD basis.

Gap between HOMO and LUMO (eV): 7.84
ΔE to the lowest compared entry with this formula, charge and spin (kJ/mol): 358.2
Calculated total energy (Eh): -326.994932
SMILES: C=C/C=C/NC.O
E_LUMO (eV): 0.66

Positions of all 18 atoms, in Å:
C 1.53 2.24 2.04
C 1.54 0.92 1.87
C 0.72 0.12 0.95
C 0.30 -1.12 1.29
N -0.39 -1.85 0.35
C -0.27 -2.00 -1.10
H 1.59 2.73 3.00
H 1.37 2.91 1.19
H 1.68 0.21 2.73
H 0.09 0.69 0.27
H 0.09 -1.39 2.32
H -0.98 -2.58 0.70
H -0.66 -1.11 -1.63
H -1.08 -2.70 -1.28
H 0.69 -2.38 -1.45
O -2.29 1.62 -3.92
H -2.23 0.69 -3.73
H -3.07 2.04 -3.55



Entry 6:
Below is a structure of composition C42H62AsBaN3SSi2 at a distorted geometry, with properties calculated with the ωB97M-V functional and the def2-TZVPD basis.

Total charge: -2
Gap between HOMO and LUMO (eV): 4.58
ΔE to the lowest compared entry with this formula, charge and spin (kJ/mol): 140.6
Calculated total energy (Eh): -5040.468412
E_LUMO (eV): 3.71

Positions of all 112 atoms, in Å:
Ba -0.51 0.30 0.79
C -1.24 1.43 -2.74
C -1.84 2.47 -1.99
C -0.93 3.55 -1.95
C 0.22 3.19 -2.67
C 0.03 1.88 -3.17
C 1.00 1.09 -3.99
C 1.43 4.05 -2.90
C -1.17 4.86 -1.26
C -3.21 2.46 -1.37
C -1.87 0.13 -3.18
H 0.63 0.91 -5.01
H 1.21 0.11 -3.54
H 1.96 1.60 -4.08
H 1.40 4.55 -3.88
H 2.35 3.47 -2.86
H 1.50 4.84 -2.14
H -1.46 5.66 -1.96
H -0.28 5.21 -0.72
H -1.98 4.77 -0.53
H -3.86 3.22 -1.82
H -3.18 2.67 -0.29
H -3.70 1.50 -1.50
H -2.17 0.17 -4.23
H -2.76 -0.10 -2.59
H -1.18 -0.71 -3.07
C -0.16 -2.54 -5.06
C 1.04 -3.49 -5.05
C 0.52 -4.91 -5.34
C 2.00 -3.07 -6.17
C 1.79 -3.47 -3.72
C 2.90 -4.31 -3.54
C 3.63 -4.33 -2.36
C 3.24 -3.48 -1.33
S 3.92 -3.28 0.25
C 2.67 -2.04 0.61
N 1.88 -1.82 -0.40
C 2.15 -2.61 -1.48
C 1.43 -2.62 -2.68
C 2.56 -1.46 1.94
C 3.36 -1.99 2.97
C 3.21 -1.55 4.27
C 2.27 -0.56 4.54
C 1.52 -0.02 3.50
C 1.63 -0.43 2.17
H -0.67 -2.61 -6.02
H 0.15 -1.50 -4.91
H -0.87 -2.80 -4.27
H 0.15 -4.97 -6.37
H -0.30 -5.16 -4.66
H 1.30 -5.66 -5.21
H 1.47 -2.98 -7.12
H 2.81 -3.79 -6.30
H 2.45 -2.10 -5.93
H 3.21 -4.97 -4.34
H 4.47 -5.00 -2.25
H 0.59 -1.95 -2.75
H 4.07 -2.78 2.75
H 3.79 -1.99 5.06
H 2.12 -0.22 5.56
H 0.79 0.75 3.75
C -1.51 3.15 4.98
Si -2.02 2.88 3.15
C -3.62 3.92 2.93
C -0.71 3.85 2.17
N -2.09 1.27 2.63
C -2.96 0.34 3.18
C -3.86 0.69 4.21
C -4.76 -0.18 4.81
C -4.77 -1.50 4.41
C -3.89 -1.90 3.41
C -2.99 -1.04 2.75
N -2.19 -1.49 1.71
Si -2.02 -3.06 1.11
C -1.98 -2.95 -0.80
C -3.28 -4.48 1.39
C -0.39 -3.90 1.64
H -1.40 4.21 5.23
H -0.55 2.66 5.17
H -2.24 2.72 5.67
H -3.49 4.95 3.26
H -4.47 3.50 3.47
H -3.89 3.94 1.87
H -1.09 4.84 1.92
H -0.44 3.36 1.23
H 0.19 3.97 2.77
H -3.85 1.72 4.54
H -5.43 0.18 5.58
H -5.45 -2.22 4.85
H -3.89 -2.93 3.11
H -2.97 -2.74 -1.20
H -1.61 -3.88 -1.24
H -1.31 -2.14 -1.12
H -4.31 -4.17 1.19
H -3.24 -4.86 2.42
H -3.06 -5.33 0.73
H 0.46 -3.26 1.39
H -0.25 -4.86 1.14
H -0.37 -4.07 2.72
C 3.22 4.49 2.81
As 2.75 2.75 1.98
C 3.42 3.16 0.18
C 4.36 1.81 2.60
H 4.27 4.74 2.65
H 3.03 4.45 3.89
H 2.60 5.28 2.39
H 4.47 3.47 0.19
H 2.82 3.94 -0.28
H 3.32 2.26 -0.43
H 5.26 2.42 2.45
H 4.46 0.88 2.05
H 4.27 1.56 3.66



Entry 7:
Below is a structure of composition C24H42Cl3LaN4O3Si at a distorted geometry, with properties calculated with the ωB97M-V functional and the def2-TZVPD basis.

Gap between HOMO and LUMO (eV): 6.11
ΔE to the lowest compared entry with this formula, charge and spin (kJ/mol): 375.0
Calculated total energy (Eh): -3086.247124
E_LUMO (eV): -0.31

Positions of all 78 atoms, in Å:
C 2.56 -2.62 -6.78
C 1.96 -1.75 -7.85
H 2.13 -3.63 -6.81
H 2.32 -2.19 -5.80
H 3.65 -2.74 -6.94
C 1.73 -2.20 -9.08
C 2.15 -3.56 -9.56
H 1.39 -1.52 -9.87
H 1.73 -4.35 -8.92
H 3.26 -3.65 -9.54
H 1.82 -3.70 -10.59
La 0.23 0.57 -1.41
Cl 2.42 -0.16 -0.11
Cl 1.85 1.63 -3.38
C -0.40 3.54 -1.94
O -1.05 2.51 -1.51
N -0.99 4.41 -2.74
C -2.34 4.14 -3.20
C -0.15 5.37 -3.45
H 0.66 3.66 -1.61
H -2.89 3.72 -2.35
H -2.37 3.43 -4.02
H -2.77 5.09 -3.52
H 0.76 5.59 -2.85
H -0.73 6.30 -3.60
H 0.18 5.01 -4.45
H -0.76 -5.62 -0.83
H -0.48 -3.16 -3.52
C -1.68 -5.08 -1.08
C -1.43 -3.62 -3.14
N -1.38 -3.78 -1.69
H -2.27 -4.95 -0.17
C -1.14 -2.71 -0.94
O -0.68 -1.64 -1.45
H -2.25 -2.94 -3.44
H -1.37 -2.80 0.12
H -2.26 -5.66 -1.82
H -1.57 -4.63 -3.55
O 0.76 0.03 -6.50
C 1.70 -0.30 -7.53
C -0.03 0.18 -9.29
C 1.16 0.51 -8.65
H -0.59 -0.76 -9.10
C -0.49 1.03 -10.32
H 2.67 0.07 -7.19
C 1.77 1.74 -8.80
H -1.38 0.78 -10.92
C 0.24 2.20 -10.58
C 1.39 2.54 -9.87
H 2.61 1.97 -8.08
H -0.11 2.90 -11.36
H 2.01 3.40 -10.09
Si -0.73 0.42 -5.75
Cl -0.11 -2.07 -5.47
C -2.08 -0.14 -6.86
C -0.44 2.32 -6.05
C -1.52 0.43 -3.96
H -2.03 0.37 -7.83
H -2.99 0.16 -6.31
H -2.04 -1.24 -6.96
H -1.77 -0.59 -3.61
H -2.43 1.11 -3.81
H -0.60 0.96 -3.51
H -0.22 2.49 -7.13
H 0.43 2.69 -5.47
H -1.32 2.94 -5.80
C -1.21 1.63 4.20
N -1.33 1.08 2.88
C -2.48 0.50 2.38
C -2.23 0.18 1.06
N -0.94 0.64 0.75
C -0.43 1.14 1.89
H -1.95 2.42 4.36
H -1.39 0.88 4.98
H -0.22 2.05 4.35
H -3.36 0.29 2.98
H -2.83 -0.39 0.36
H 0.61 1.49 2.02



Entry 8:
Below is a structure of composition C26H62CdO14S10Tl at a distorted geometry, with properties calculated with the ωB97M-V functional and the def2-TZVPD basis.

Total charge: +3
Gap between HOMO and LUMO (eV): 0.85
ΔE to the lowest compared entry with this formula, charge and spin (kJ/mol): 12.7
Calculated total energy (Eh): -6401.533814
E_LUMO (eV): -11.94

Positions of all 114 atoms, in Å:
Cd -5.97 5.23 1.85
Tl -2.01 -8.11 -2.90
C -2.43 -0.04 -0.33
C -1.98 -1.38 -0.69
C -0.66 -1.89 -0.02
O -0.32 -3.08 -0.27
C 0.06 -1.02 0.88
C -0.36 0.25 1.03
C -1.71 0.73 0.54
O -2.16 1.91 0.85
O 0.44 0.96 1.76
O -2.51 -2.18 -1.46
H -3.35 0.32 -0.75
H 1.01 -1.34 1.29
C 8.05 3.02 2.88
S 9.15 2.77 4.32
O 9.26 1.27 4.47
C 10.70 3.28 3.45
H 8.25 2.22 2.17
H 8.30 3.98 2.43
H 7.03 2.93 3.26
H 10.51 4.21 2.92
H 10.94 2.48 2.75
H 11.40 3.60 4.22
C -2.38 -3.76 -10.08
S -3.66 -3.90 -8.81
O -3.32 -4.95 -7.72
C -3.72 -2.27 -8.04
H -2.28 -4.68 -10.65
H -1.45 -3.43 -9.61
H -2.39 -2.89 -10.74
H -4.41 -2.26 -7.20
H -3.94 -1.36 -8.60
H -2.78 -1.94 -7.59
C -8.19 5.10 -6.70
S -6.94 4.05 -7.53
O -6.11 5.00 -8.44
C -5.97 3.67 -6.03
H -8.73 4.37 -6.10
H -8.82 5.62 -7.44
H -7.78 5.86 -6.04
H -4.92 3.59 -6.29
H -6.29 2.67 -5.73
H -6.11 4.51 -5.34
C -9.83 0.05 -2.00
S -10.14 1.26 -0.59
O -8.92 2.22 -0.47
C -11.67 2.09 -1.21
H -9.73 0.65 -2.90
H -10.59 -0.73 -2.10
H -8.90 -0.48 -1.82
H -11.91 2.73 -0.36
H -12.42 1.42 -1.60
H -11.36 2.64 -2.10
C 8.00 -4.08 1.19
S 9.05 -5.64 1.05
O 10.49 -5.38 0.58
C 8.86 -6.11 2.78
H 7.02 -4.35 1.58
H 7.81 -3.64 0.21
H 8.42 -3.34 1.87
H 9.38 -7.07 2.78
H 7.83 -6.22 3.10
H 9.27 -5.36 3.46
C 2.50 -0.70 8.04
S 3.10 -2.12 8.91
O 2.04 -3.25 8.82
C 4.36 -2.61 7.70
H 1.67 -0.20 8.53
H 2.18 -1.04 7.06
H 3.44 -0.14 8.01
H 5.20 -1.92 7.72
H 3.88 -2.80 6.73
H 4.79 -3.52 8.10
C -1.57 -5.70 5.14
S -0.76 -7.25 4.46
O -1.32 -7.33 3.04
C 1.03 -6.87 4.64
H -1.30 -4.76 4.67
H -1.46 -5.65 6.22
H -2.62 -5.82 4.87
H 1.39 -6.96 5.66
H 1.17 -5.85 4.30
H 1.58 -7.57 4.01
C 1.87 5.91 -1.59
S 3.34 5.96 -2.72
O 4.40 6.47 -1.79
C 3.47 4.17 -2.86
H 1.96 5.35 -0.67
H 1.03 5.40 -2.07
H 1.59 6.93 -1.30
H 3.68 3.86 -1.83
H 4.32 3.85 -3.47
H 2.56 3.65 -3.16
C 4.49 -5.57 -4.85
S 3.27 -5.13 -6.19
O 2.00 -5.80 -5.66
C 3.00 -3.39 -5.56
H 4.70 -6.64 -4.94
H 4.13 -5.54 -3.82
H 5.46 -5.07 -4.83
H 2.70 -3.41 -4.51
H 2.24 -2.77 -6.02
H 3.85 -2.74 -5.77
C -3.37 7.81 6.66
S -4.20 8.92 5.48
O -4.26 8.00 4.27
C -5.82 8.84 6.36
H -2.32 7.62 6.41
H -3.73 6.79 6.83
H -3.45 8.21 7.66
H -6.05 7.82 6.66
H -6.58 9.46 5.88
H -5.70 9.28 7.36



Entry 9:
Below is a structure of composition C5H5Br15 at a distorted geometry, with properties calculated with the ωB97M-V functional and the def2-TZVPD basis.

Gap between HOMO and LUMO (eV): 7.02
ΔE to the lowest compared entry with this formula, charge and spin (kJ/mol): 1556.9
Calculated total energy (Eh): -38803.081244
E_LUMO (eV): -1.20

Positions of all 25 atoms, in Å:
C 0.94 -1.18 0.99
Br -0.09 -2.02 -0.46
Br 2.68 -0.33 0.37
Br 1.13 -2.44 2.46
H 0.41 -0.28 1.31
C -2.12 1.12 -0.49
Br -0.88 0.98 1.11
Br -3.89 1.65 0.30
Br -2.19 -0.62 -1.49
H -1.90 2.03 -1.04
C -1.50 -2.68 -2.43
Br -3.42 -2.48 -2.67
Br -0.52 -1.58 -3.79
Br -0.93 -4.55 -2.61
H -1.39 -2.34 -1.40
C 1.20 1.63 -0.89
Br -0.02 3.16 -0.60
Br 2.98 2.23 -1.30
Br 0.28 0.55 -2.34
H 1.27 0.96 -0.04
C 1.60 1.36 3.11
Br 1.89 2.46 1.39
Br 3.04 0.02 3.47
Br -0.14 0.38 3.06
H 1.55 2.00 3.99



Entry 10:
Below is a structure of composition C4H6O2, with properties calculated with the ωB97M-V functional and the def2-TZVPD basis.

Gap between HOMO and LUMO (eV): 9.90
ΔE to the lowest compared entry with this formula, charge and spin (kJ/mol): 323.3
Calculated total energy (Eh): -306.383173
E_LUMO (eV): 0.93

Positions of all 12 atoms, in Å:
C -2.16 -0.37 1.72
O -1.28 -0.48 2.54
C 0.84 0.08 0.20
C 1.85 0.38 -0.61
C 0.89 0.18 -1.75
O -0.14 -0.14 -0.76
H -3.21 -0.57 1.97
H -1.94 -0.07 0.67
H 0.59 -0.04 1.25
H 2.89 0.65 -0.50
H 1.06 -0.68 -2.40
H 0.60 1.06 -2.33



Entry 11:
Below is the molecule CO2 at a distorted geometry, with properties calculated with the ωB97M-V functional and the def2-TZVPD basis.

Gap between HOMO and LUMO (eV): 13.15
ΔE to the lowest compared entry with this formula, charge and spin (kJ/mol): 27.9
Calculated total energy (Eh): -188.611427
SMILES: O=C=O
E_LUMO (eV): 0.22

Positions of all 3 atoms, in Å:
O -0.62 0.18 0.99
C 0.05 -0.11 0.03
O 0.58 -0.07 -1.02